A cluster of 4 separate species, C3H15NO3S in total at a distorted geometry, computed with the ωB97M-V functional and the def2-TZVPD basis.

HOMO-LUMO gap (spin up / spin down): 9.97 / 4.76 eV
energy relative to the best compared isomer or geometry (same formula, charge and spin): 0.428 eV
<S²>: 0.75
spin multiplicity: 2
net charge: +1
LUMO (spin up / spin down): -0.119 / -0.306 hartree

Atoms and positions in Å:
C: 0.4258 2.0187 -2.3256
N: 1.0826 1.8592 -1.0772
C: 1.6506 0.5326 -0.7441
C: 2.0877 0.6001 0.7281
S: 1.5115 -0.8647 1.5698
H: -0.6038 1.6565 -2.3363
H: 0.9254 1.4609 -3.1327
H: 0.1529 3.0410 -2.6253
H: 1.7830 2.5966 -0.9474
H: 0.7515 -0.0934 -0.7670
H: 2.4292 0.2705 -1.4477
H: 3.1916 0.7667 0.7293
H: 1.7383 1.5422 1.1499
H: 1.8050 -0.8110 2.8989
H: -1.7780 -0.5979 1.2212
H: -2.1881 -1.1679 2.5289
O: -2.4189 -1.2104 1.5971
H: -1.9933 -1.4681 -0.6776
H: -0.9320 -2.5422 -0.5071
O: -1.3830 -2.0160 -1.1852
H: -3.3929 1.1401 -0.6182
H: -3.6861 -0.2755 -0.0448
O: -2.9841 0.3378 -0.2729

A cluster of 4 separate species, C3H15NO4 in total at a distorted geometry, computed with the ωB97M-V functional and the def2-TZVPD basis.

HOMO-LUMO gap: 9.92 eV
energy relative to the best compared isomer or geometry (same formula, charge and spin): 0.953 eV
net charge: 0
SMILES: CCNCO.O.O.O
LUMO: 0.019 hartree

Atoms and positions in Å:
C: -1.2166 1.4463 -0.3218
N: -0.1795 0.4350 -0.5400
C: 0.2577 0.1928 -1.8686
O: -0.5747 -0.7409 -2.5805
C: -2.1873 1.0211 0.7682
H: -1.7487 1.5694 -1.2705
H: -0.8093 2.4371 -0.1174
H: -0.3913 -0.4434 -0.0921
H: 1.2639 -0.2335 -1.8242
H: 0.3030 1.0071 -2.5804
H: -0.5594 -1.5985 -2.1561
H: -2.7810 1.8857 1.0507
H: -1.7152 0.5554 1.6284
H: -2.9748 0.4336 0.3106
H: 2.6730 -1.4082 1.3701
H: 1.5020 -0.6307 1.9261
O: 2.0691 -1.3990 2.1151
H: 1.5825 -3.2062 -0.7284
H: 0.8692 -3.1963 0.6348
O: 0.7698 -2.8969 -0.2775
H: 0.9737 1.1578 0.9401
H: 1.5497 2.2763 1.7732
O: 1.3241 1.3361 1.8403

A structure of composition C3H16B2FORb at a distorted geometry, computed with the ωB97M-V functional and the def2-TZVPD basis.

HOMO-LUMO gap: 5.60 eV
net charge: -2
LUMO: 0.151 hartree

Atoms and positions in Å:
Rb: -5.7952 -13.9979 -24.7599
F: -3.1800 -15.1090 -24.0103
B: -7.1620 -13.6215 -21.9556
H: -7.5689 -14.1542 -21.1101
H: -6.1962 -13.9411 -22.3154
H: -7.8897 -13.7384 -22.7437
H: -7.0925 -12.5626 -21.7604
B: -4.8437 -11.1903 -23.8824
H: -5.2648 -10.7739 -24.7844
H: -4.0687 -10.5713 -23.4577
H: -5.7100 -11.4053 -23.2762
H: -4.4174 -12.1564 -24.1044
C: -5.5039 -19.0724 -23.7263
C: -4.2450 -18.4836 -24.4022
C: -4.5275 -17.5899 -25.6238
O: -3.3973 -17.7750 -23.5854
H: -6.0738 -18.2996 -23.2105
H: -5.2862 -19.8193 -22.9629
H: -6.2003 -19.6483 -24.3357
H: -3.6275 -19.2012 -24.9423
H: -5.2261 -16.7964 -25.3588
H: -5.1875 -18.2537 -26.1822
H: -3.6080 -17.1927 -26.0537
H: -3.1826 -16.9503 -24.0272

A cluster of 4 separate species, C3H16N2O3 in total at a distorted geometry, computed with the ωB97M-V functional and the def2-TZVPD basis.

HOMO-LUMO gap: 9.72 eV
energy relative to the best compared isomer or geometry (same formula, charge and spin): 0.540 eV
net charge: 0
SMILES: C[C@H](N)CN.O.O.O
LUMO: 0.025 hartree

Atoms and positions in Å:
N: 0.6685 -1.6251 -0.1029
C: 1.5347 -0.5384 0.3844
C: 2.9039 -1.0535 0.9058
C: 1.7678 0.5679 -0.6560
N: 0.6480 0.9290 -1.4861
H: 1.1407 -2.1384 -0.8423
H: 0.5492 -2.2580 0.6328
H: 0.9926 -0.1115 1.2263
H: 3.3302 -0.4152 1.6761
H: 2.7595 -2.0446 1.3228
H: 3.5531 -1.1493 0.0362
H: 2.6354 0.3115 -1.2670
H: 2.1007 1.4370 -0.0728
H: -0.2543 0.6977 -1.1258
H: 0.7218 0.6467 -2.4389
H: -1.2447 -0.9262 -0.5412
H: -1.9672 -1.5607 -1.7341
O: -2.0924 -0.9279 -1.0264
H: 0.1106 1.9598 1.0132
H: -1.3537 2.1990 1.4882
O: -0.6816 1.5378 1.3425
H: -3.8139 0.4051 -0.1338
H: -3.0911 0.9664 1.1649
O: -3.8369 1.0414 0.5758

A cluster of 4 separate species, C3H16NO3 in total at a distorted geometry, computed with the ωB97M-V functional and the def2-TZVPD basis.

HOMO-LUMO gap: 11.98 eV
energy relative to the best compared isomer or geometry (same formula, charge and spin): 0.455 eV
net charge: +1
LUMO: -0.103 hartree

Atoms and positions in Å:
C: 2.4980 -0.4231 1.3919
C: 1.0180 -0.0622 1.6080
N: 0.3486 0.4070 0.3239
C: 0.7933 1.7810 -0.0069
H: 2.6090 -1.4878 1.5741
H: 2.8713 -0.1017 0.4277
H: 3.0521 0.0635 2.1952
H: 0.4314 -0.9145 1.9513
H: 0.8053 0.7354 2.3140
H: -0.6535 0.3040 0.4776
H: 0.5264 -0.2010 -0.5151
H: 0.0532 2.2845 -0.6205
H: 1.7932 1.7303 -0.4152
H: 0.8425 2.3906 0.8963
H: -2.1111 1.1558 -2.2491
H: -2.6444 0.3141 -1.1353
O: -1.8055 0.7195 -1.4447
H: 0.2577 -2.3152 -1.5445
H: 1.5010 -1.6076 -2.1571
O: 0.6573 -1.4540 -1.7212
H: -4.1116 -1.5441 0.1773
H: -4.6938 -0.9856 -1.1034
O: -4.0384 -0.7888 -0.4242

A cluster of 5 separate species, C3H16NO4 in total at a distorted geometry, computed with the ωB97M-V functional and the def2-TZVPD basis.

HOMO-LUMO gap: 8.88 eV
energy relative to the best compared isomer or geometry (same formula, charge and spin): 2.008 eV
net charge: +1
LUMO: -0.164 hartree

Atoms and positions in Å:
C: 3.3938 -0.6049 -0.9191
C: 2.9264 -0.7225 0.5437
C: 1.8227 0.9569 1.7773
N: 1.7687 0.1657 0.7873
H: 2.6979 -1.1132 -1.6495
H: 3.4180 0.4734 -1.2836
H: 4.3578 -1.0489 -1.0032
H: 2.6126 -1.6948 0.6518
H: 3.7145 -0.5333 1.2493
H: 1.0438 1.7167 2.1145
H: 2.6656 0.9484 2.4483
H: 0.9093 -0.0535 0.1900
H: -6.3528 -2.7332 1.6203
H: -6.2305 -3.3721 0.1504
O: -6.1877 -2.5546 0.6236
H: -1.2142 2.1148 0.0354
H: -1.4500 3.5539 -0.5136
O: -0.8010 2.9468 -0.2039
H: 0.5045 0.6551 -2.4279
H: 0.1160 -0.9374 -2.6135
O: 0.2692 -0.1336 -2.0169
H: -0.8583 -0.2649 -0.6573
H: -2.2526 -0.0726 -0.2312
O: -1.3955 0.1695 0.0969

A structure of composition C3H16NO7 at a distorted geometry, computed with the ωB97M-V functional and the def2-TZVPD basis.

HOMO-LUMO gap: 8.82 eV
energy relative to the best compared isomer or geometry (same formula, charge and spin): 3.008 eV
net charge: -1
LUMO: 0.124 hartree

Atoms and positions in Å:
C: -2.0256 0.1158 1.0480
N: -1.1457 -0.8564 1.2859
C: -1.1658 -2.1259 0.6180
C: -0.3581 -2.2810 -0.7157
O: -0.1988 -0.9500 -1.1449
O: -2.0911 1.2459 1.5274
H: -2.9284 -0.1992 0.4679
H: -0.2460 -0.5787 1.6886
H: -2.1802 -2.5323 0.4114
H: -0.9633 -2.8512 1.4262
H: -0.9232 -2.8019 -1.5112
H: 0.6054 -2.7969 -0.5720
H: 1.1128 -1.1205 -3.3374
H: 0.7402 -0.6308 -1.8210
O: 1.4664 -0.4087 -2.8007
H: -0.0689 3.0234 1.0555
H: 0.7569 2.2851 -0.1075
O: 0.7753 2.9182 0.6131
H: 0.8978 1.1007 -2.3615
H: -0.4400 1.1852 -2.1861
O: 0.2367 1.8755 -2.3637
H: 2.3685 -1.3431 -0.0276
H: 3.0502 -0.9049 -1.3181
O: 3.2201 -1.0632 -0.3761
H: 0.5362 1.7802 2.8276
H: -0.7713 1.1075 2.7818
O: 0.1462 0.9331 3.0955

A cluster of 5 separate species, C3H16O4 in total at a distorted geometry, computed with the ωB97M-V functional and the def2-TZVPD basis.

HOMO-LUMO gap (spin up / spin down): 2.52 / 10.55 eV
energy relative to the best compared isomer or geometry (same formula, charge and spin): 0.967 eV
<S²>: 0.75
spin multiplicity: 2
net charge: -1
LUMO (spin up / spin down): 0.123 / 0.118 hartree

Atoms and positions in Å:
C: 0.2503 -2.3160 -0.3978
C: -0.1976 -0.8836 -0.5946
C: -0.0429 -0.0972 0.6525
H: 1.3655 -2.2954 -0.1050
H: 0.0846 -3.0011 -1.1961
H: -0.2400 -2.7444 0.4787
H: -1.2461 -0.9919 -1.1070
H: 0.4613 -0.3838 -1.4169
H: -0.9498 0.0294 1.2728
H: 0.8129 -0.2983 1.2773
H: 0.2365 0.9468 0.3821
H: 3.5976 -1.6513 -0.1417
H: 3.2247 -0.2277 -0.0249
O: 3.1877 -1.0927 0.4779
H: 2.7064 3.3041 0.0290
H: 1.7817 2.0131 0.1198
O: 2.6854 2.3172 -0.0993
H: -1.9585 2.4553 0.1399
H: -1.5621 1.5606 -1.1401
O: -2.1375 2.2016 -0.7771
H: -4.1032 -1.2969 0.1059
H: -4.2485 0.1351 0.8528
O: -3.7384 -0.6478 0.7126

DFT total energy values, unit Eh, following the record order: -801.5966 -478.9938 -372.5831 -459.1162 -404.1474 -479.3261 -705.3792 -424.7757.